Entry from the Open Molecules 2025 dataset: a 2-piece molecular cluster, C7H9N2O2 overall at a distorted geometry (ωB97M-V/def2-TZVPD).

Last column: Mulliken charge in e.
Positions of all 20 atoms, in Å:
C  -1.747  3.381  -0.297  -0.48
C  -2.607  2.405  0.230  -0.40
C  -0.561  3.115  -0.955  -0.87
C  -2.183  1.111  0.424  -0.59
C  -0.206  1.767  -0.832  0.42
C  -0.892  0.870  -0.039  0.89
C  0.947  -0.049  -0.462  0.35
N  1.029  1.024  -1.185  0.11
N  1.475  -3.740  0.075  -0.82
O  -0.096  -0.207  0.238  -0.22
O  2.091  -1.358  -0.620  -0.41
H  -2.034  4.416  -0.440  0.35
H  -3.683  2.607  0.616  0.30
H  0.013  3.789  -1.463  0.53
H  -2.787  0.331  0.874  0.44
H  1.763  1.216  -1.802  0.18
H  0.411  -3.837  0.142  0.27
H  1.712  -3.600  1.051  0.31
H  1.791  -4.655  -0.281  0.24
H  1.890  -2.068  -0.004  0.40

Values from the calculation:
Charge: +1
HOMO energy, hartree: -0.5063
Frontier orbital gap, Ha: 0.3666
Energy relative to the best compared isomer or geometry (same formula, charge and spin), eV: 3.217